1.
# C39H38F9N3O3RuSTe

A structure of composition C39H38F9N3O3RuSTe in a non-equilibrium geometry (ωB97M-V with the def2-TZVPD basis set, OMol25).

Structure (XYZ):
```
95
Properties=species:S:1:pos:R:3
Ru -0.818 0.849 1.516
C -2.461 3.778 2.803
C -3.511 3.011 1.962
N -3.160 1.605 1.746
C -3.724 0.646 2.701
C -3.232 0.880 4.122
S -1.404 0.717 4.206
C -0.838 2.312 4.888
C -0.287 3.256 3.821
N -1.101 3.273 2.603
H -2.708 3.696 3.860
H -2.547 4.840 2.542
H -3.596 3.493 0.984
H -4.483 3.104 2.466
H -3.455 1.321 0.812
H -3.413 -0.359 2.378
H -4.824 0.691 2.711
H -3.628 0.099 4.769
H -3.534 1.848 4.509
H -0.035 2.056 5.579
H -1.657 2.737 5.465
H 0.712 2.916 3.530
H -0.200 4.261 4.263
H -0.619 3.862 1.926
C 0.615 -3.320 -4.346
C 0.216 -2.581 -3.109
C 0.486 -3.127 -1.849
C 0.020 -2.537 -0.703
C 0.350 -3.045 0.682
O 1.153 -1.966 1.258
C 1.011 -4.398 0.720
C 2.304 -4.607 1.165
C 2.788 -5.902 1.249
C 2.010 -6.975 0.853
C 0.728 -6.760 0.372
C 0.226 -5.475 0.317
C -0.724 -1.312 -0.739
O -1.295 -0.866 0.298
C -0.778 -0.643 -2.011
C -0.378 -1.331 -3.160
C -1.125 0.761 -2.060
N -1.066 1.489 -1.002
C -1.196 2.928 -1.024
C 0.191 3.553 -0.842
Te 1.458 2.125 0.275
C 2.353 1.479 -1.570
C 2.469 0.152 -1.952
C 2.996 -0.156 -3.200
C 3.419 0.848 -4.054
C 3.362 2.170 -3.645
C 2.837 2.483 -2.403
C -1.497 1.318 -3.392
C -2.839 1.339 -3.753
C -3.219 1.847 -4.982
C -2.259 2.327 -5.858
C -0.921 2.297 -5.505
C -0.535 1.795 -4.274
H 1.288 -4.138 -4.102
H 1.101 -2.653 -5.054
H -0.263 -3.739 -4.838
H 1.055 -4.042 -1.768
H 2.921 -3.780 1.470
H 3.783 -6.061 1.630
H 2.392 -7.980 0.943
H 0.116 -7.589 0.044
H -0.783 -5.299 -0.023
H -0.495 -0.848 -4.118
H -1.818 3.194 -0.166
H -1.677 3.287 -1.945
H 0.118 4.496 -0.300
H 0.636 3.755 -1.811
H 2.164 -0.645 -1.290
H 3.070 -1.188 -3.505
H 3.800 0.607 -5.036
H 3.724 2.961 -4.285
H 2.817 3.511 -2.075
H -3.583 0.948 -3.076
H -4.262 1.858 -5.258
H -2.561 2.727 -6.813
H -0.171 2.652 -6.195
H 0.508 1.758 -3.998
F 3.144 -0.018 1.005
C 3.270 -0.482 2.271
F 3.822 -1.686 2.177
F 4.150 0.317 2.863
C 1.887 -0.443 2.970
O 1.286 0.699 2.632
C 2.103 -0.489 4.515
F 0.993 -0.839 5.170
F 2.427 0.727 4.960
F 3.066 -1.328 4.887
C 1.047 -1.710 2.564
F 1.360 -2.774 3.335
F -0.254 -1.409 2.896
F -0.818 -3.155 1.400
```

Its charge is +1. The multiplicity is 2. The HOMO energy (alpha / beta) comes out at -10.15 / -10.14 eV.

---

2.
# C39H38N4O2Pt

A structure of composition C39H38N4O2Pt in a non-equilibrium geometry (ωB97M-V with the def2-TZVPD basis set, OMol25).

Structure (XYZ):
```
84
Properties=species:S:1:pos:R:3
Pt 0.751 -1.100 1.090
C -4.303 -4.516 -2.574
C -3.005 -3.967 -2.053
C -2.023 -3.542 -2.919
C -0.792 -3.034 -2.449
C 0.060 -2.290 -3.259
N 1.212 -1.797 -2.811
C 1.909 -0.674 -3.372
C 1.085 0.629 -3.336
C 1.953 1.849 -3.023
N 2.325 1.803 -1.637
C 3.495 2.136 -1.087
C 3.901 1.700 0.183
C 5.073 2.219 0.774
C 5.565 1.747 1.975
C 6.829 2.318 2.548
C 4.911 0.694 2.600
C 3.746 0.109 2.064
C 3.228 -1.072 2.680
N 2.182 -1.751 2.340
C 1.910 -3.003 2.998
C 0.697 -2.924 3.939
C -0.580 -2.340 3.287
N -0.562 -2.415 1.843
C -1.454 -3.149 1.252
C -1.588 -3.372 -0.148
C -2.798 -3.818 -0.678
C -0.472 -3.151 -1.035
O 0.708 -3.050 -0.618
C 3.173 0.659 0.882
O 2.063 0.261 0.374
H -4.238 -4.686 -3.648
H -5.117 -3.816 -2.382
H -4.553 -5.458 -2.084
H -2.200 -3.557 -3.987
H -0.241 -2.058 -4.275
H 1.355 -2.024 -1.814
H 2.202 -0.903 -4.400
H 2.814 -0.547 -2.776
H 0.333 0.527 -2.549
H 0.566 0.777 -4.284
H 1.380 2.762 -3.227
H 2.846 1.860 -3.657
H 1.741 1.230 -1.022
H 4.150 2.778 -1.664
H 5.582 3.025 0.267
H 7.047 3.290 2.110
H 7.664 1.648 2.340
H 6.753 2.434 3.626
H 5.311 0.307 3.527
H 3.847 -1.461 3.496
H 2.778 -3.335 3.592
H 1.710 -3.753 2.223
H 0.955 -2.320 4.813
H 0.493 -3.940 4.284
H -0.689 -1.282 3.561
H -1.448 -2.884 3.687
H -2.215 -3.620 1.883
H -3.624 -4.007 -0.006
C -0.626 -0.160 0.060
C -1.390 0.768 -0.182
C -2.361 1.757 -0.204
C -3.679 1.419 0.245
C -3.924 0.139 0.783
C -5.168 -0.208 1.252
C -6.219 0.698 1.195
C -6.005 1.953 0.641
C -4.762 2.312 0.164
C -1.885 3.121 -0.410
C -1.047 3.440 -1.485
C -0.468 4.691 -1.581
C -0.693 5.642 -0.599
C -1.542 5.350 0.457
C -2.142 4.109 0.547
H -3.104 -0.561 0.847
H -5.329 -1.194 1.667
H -7.195 0.429 1.571
H -6.826 2.654 0.574
H -4.618 3.284 -0.287
H -0.876 2.696 -2.251
H 0.166 4.937 -2.423
H -0.208 6.606 -0.650
H -1.724 6.094 1.219
H -2.779 3.877 1.389
```

The HOMO energy (alpha / beta) comes out at -4.00 / -4.00 eV.

---

3.
# C39H38N6O14PS

A cluster of 7 separate species, C39H38N6O14PS in total (ωB97M-V with the def2-TZVPD basis set, OMol25).

Structure (XYZ):
```
99
Properties=species:S:1:pos:R:3
C 9.754 -6.775 -5.352
C 9.012 -8.048 -5.581
O 9.454 -9.144 -5.702
O 7.626 -7.857 -5.665
C 6.861 -8.934 -5.164
P 5.524 -8.178 -4.198
S 4.206 -7.111 -5.320
H 9.180 -6.087 -4.735
H 10.717 -7.009 -4.909
H 9.913 -6.289 -6.318
H 6.434 -9.544 -5.965
H 7.435 -9.579 -4.491
H 4.850 -9.202 -3.530
H 6.128 -7.370 -3.233
H 4.982 -7.095 -6.420
C 4.649 -1.026 -3.261
C 4.848 -2.158 -4.043
C 4.299 -3.370 -3.661
C 3.555 -3.419 -2.494
C 3.347 -2.306 -1.700
C 3.903 -1.098 -2.092
N 2.956 -4.697 -2.080
O 3.167 -5.689 -2.772
O 2.284 -4.713 -1.078
H 5.076 -0.080 -3.565
H 5.428 -2.094 -4.953
H 4.439 -4.261 -4.255
H 2.765 -2.384 -0.793
H 3.750 -0.217 -1.485
C 13.368 -11.905 -4.659
C 13.520 -13.149 -4.057
C 12.432 -13.785 -3.476
C 11.204 -13.151 -3.514
C 11.029 -11.915 -4.105
C 12.122 -11.292 -4.681
N 10.031 -13.810 -2.908
O 10.198 -14.885 -2.376
O 8.961 -13.229 -2.977
H 14.220 -11.418 -5.114
H 14.489 -13.629 -4.040
H 12.532 -14.750 -3.003
H 10.055 -11.452 -4.115
H 11.987 -10.324 -5.143
C -1.641 0.915 1.539
C -0.796 0.103 2.284
C 0.553 0.033 1.974
C 1.022 0.791 0.915
C 0.200 1.607 0.158
C -1.147 1.663 0.478
N 2.453 0.726 0.584
O 3.160 -0.024 1.230
O 2.858 1.414 -0.338
H -2.693 0.968 1.789
H -1.185 -0.478 3.109
H 1.228 -0.592 2.539
H 0.603 2.181 -0.663
H -1.802 2.294 -0.105
C -5.940 5.950 1.192
C -4.564 6.106 1.090
C -3.848 5.364 0.165
C -4.537 4.477 -0.643
C -5.907 4.303 -0.558
C -6.609 5.051 0.373
N -3.785 3.686 -1.630
O -2.574 3.831 -1.670
O -4.404 2.925 -2.344
H -6.495 6.536 1.911
H -4.048 6.802 1.736
H -2.777 5.468 0.070
H -6.406 3.597 -1.204
H -7.679 4.928 0.464
C -8.842 7.802 7.536
C -7.487 7.985 7.287
C -6.857 7.255 6.293
C -7.610 6.354 5.562
C -8.960 6.153 5.790
C -9.576 6.888 6.790
N -6.951 5.583 4.494
O -5.760 5.759 4.315
O -7.633 4.817 3.840
H -9.333 8.379 8.308
H -6.919 8.699 7.868
H -5.804 7.378 6.085
H -9.511 5.438 5.198
H -10.631 6.754 6.986
C -10.623 12.463 3.403
C -11.451 11.362 3.227
C -11.733 10.525 4.295
C -11.172 10.818 5.525
C -10.342 11.906 5.725
C -10.069 12.732 4.647
N -11.474 9.938 6.667
O -12.182 8.971 6.466
O -10.987 10.221 7.745
H -10.410 13.115 2.566
H -11.882 11.154 2.257
H -12.374 9.664 4.182
H -9.925 12.098 6.702
H -9.423 13.590 4.781
```

Its charge is +1. The HOMO energy comes out at -10.98 eV.

---

4.
# C39H39Cl2N4O4P2STi

A structure of composition C39H39Cl2N4O4P2STi in a non-equilibrium geometry (ωB97M-V with the def2-TZVPD basis set, OMol25).

Structure (XYZ):
```
92
Properties=species:S:1:pos:R:3
Ti -0.099 -1.014 -0.040
O 0.594 -2.542 -3.701
C 0.439 -2.339 -2.381
O 0.288 -1.157 -1.917
C 0.449 -3.418 -1.457
C 0.607 -4.804 -1.624
C 0.589 -5.608 -0.490
C 0.414 -5.057 0.776
C 0.254 -3.671 0.870
N 0.279 -2.894 -0.217
C -0.027 -2.811 2.055
O -0.148 -3.220 3.196
O -0.157 -1.558 1.683
H 0.574 -1.691 -4.166
H 0.751 -5.211 -2.609
H 0.705 -6.673 -0.597
H 0.400 -5.662 1.666
C 0.694 1.869 3.048
C 1.671 0.743 2.714
P 2.170 0.967 0.938
C 3.888 1.582 1.211
C 4.140 2.925 0.961
C 5.391 3.462 1.213
C 6.402 2.657 1.711
C 6.157 1.316 1.956
C 4.908 0.776 1.708
C 2.584 -0.728 0.359
C 2.830 -0.814 -1.019
C 3.286 -1.992 -1.589
C 3.511 -3.098 -0.784
C 3.296 -3.019 0.584
C 2.839 -1.843 1.161
C -0.661 1.677 2.369
P -0.671 1.403 0.540
C -0.022 2.959 -0.172
C 0.772 2.921 -1.312
C 1.191 4.098 -1.907
C 0.811 5.319 -1.375
C 0.010 5.360 -0.247
C -0.418 4.185 0.346
C -2.424 1.786 0.115
C -3.491 1.826 1.002
C -4.772 2.086 0.541
C -4.995 2.347 -0.799
C -3.929 2.359 -1.683
C -2.659 2.058 -1.233
H 1.138 2.832 2.773
H 0.517 1.888 4.127
H 1.173 -0.220 2.855
H 2.557 0.801 3.351
H 3.347 3.548 0.568
H 5.572 4.510 1.028
H 7.377 3.073 1.911
H 6.943 0.689 2.350
H 4.729 -0.273 1.896
H 2.715 0.074 -1.634
H 3.482 -2.045 -2.651
H 3.882 -4.014 -1.220
H 3.511 -3.876 1.206
H 2.713 -1.790 2.236
H -1.298 2.541 2.587
H -1.126 0.778 2.792
H 1.049 1.956 -1.729
H 1.817 4.065 -2.788
H 1.120 6.240 -1.848
H -0.294 6.307 0.172
H -1.070 4.232 1.205
H -3.337 1.679 2.059
H -5.596 2.088 1.239
H -5.991 2.560 -1.155
H -4.087 2.609 -2.722
H -1.824 2.059 -1.922
Cl -1.864 -0.835 4.662
C -3.361 -0.948 3.716
Cl -2.975 -1.142 1.981
H -3.931 -0.028 3.838
H -3.924 -1.821 4.048
C -4.847 -0.457 -4.117
C -3.329 -0.563 -3.969
C -2.964 -1.204 -2.685
N -2.217 -0.712 -1.772
N -2.041 -1.500 -0.698
C -2.686 -2.646 -0.784
N -2.684 -3.613 0.140
S -3.587 -2.808 -2.264
H -5.095 0.081 -5.027
H -5.278 0.069 -3.269
H -5.281 -1.452 -4.172
H -2.861 0.420 -4.009
H -2.942 -1.168 -4.792
H -2.272 -3.441 1.048
H -3.295 -4.404 0.035
```

Its charge is +1. The multiplicity is 3. The calculation puts the energy above the lowest of the compared OMol25 structures with the same formula, charge and spin at 2.162 eV. The HOMO energy (alpha / beta) comes out at -8.75 / -10.40 eV.

---

Copy entry 1 word for word.
# C39H38F9N3O3RuSTe

A structure of composition C39H38F9N3O3RuSTe in a non-equilibrium geometry (ωB97M-V with the def2-TZVPD basis set, OMol25).

Structure (XYZ):
```
95
Properties=species:S:1:pos:R:3
Ru -0.818 0.849 1.516
C -2.461 3.778 2.803
C -3.511 3.011 1.962
N -3.160 1.605 1.746
C -3.724 0.646 2.701
C -3.232 0.880 4.122
S -1.404 0.717 4.206
C -0.838 2.312 4.888
C -0.287 3.256 3.821
N -1.101 3.273 2.603
H -2.708 3.696 3.860
H -2.547 4.840 2.542
H -3.596 3.493 0.984
H -4.483 3.104 2.466
H -3.455 1.321 0.812
H -3.413 -0.359 2.378
H -4.824 0.691 2.711
H -3.628 0.099 4.769
H -3.534 1.848 4.509
H -0.035 2.056 5.579
H -1.657 2.737 5.465
H 0.712 2.916 3.530
H -0.200 4.261 4.263
H -0.619 3.862 1.926
C 0.615 -3.320 -4.346
C 0.216 -2.581 -3.109
C 0.486 -3.127 -1.849
C 0.020 -2.537 -0.703
C 0.350 -3.045 0.682
O 1.153 -1.966 1.258
C 1.011 -4.398 0.720
C 2.304 -4.607 1.165
C 2.788 -5.902 1.249
C 2.010 -6.975 0.853
C 0.728 -6.760 0.372
C 0.226 -5.475 0.317
C -0.724 -1.312 -0.739
O -1.295 -0.866 0.298
C -0.778 -0.643 -2.011
C -0.378 -1.331 -3.160
C -1.125 0.761 -2.060
N -1.066 1.489 -1.002
C -1.196 2.928 -1.024
C 0.191 3.553 -0.842
Te 1.458 2.125 0.275
C 2.353 1.479 -1.570
C 2.469 0.152 -1.952
C 2.996 -0.156 -3.200
C 3.419 0.848 -4.054
C 3.362 2.170 -3.645
C 2.837 2.483 -2.403
C -1.497 1.318 -3.392
C -2.839 1.339 -3.753
C -3.219 1.847 -4.982
C -2.259 2.327 -5.858
C -0.921 2.297 -5.505
C -0.535 1.795 -4.274
H 1.288 -4.138 -4.102
H 1.101 -2.653 -5.054
H -0.263 -3.739 -4.838
H 1.055 -4.042 -1.768
H 2.921 -3.780 1.470
H 3.783 -6.061 1.630
H 2.392 -7.980 0.943
H 0.116 -7.589 0.044
H -0.783 -5.299 -0.023
H -0.495 -0.848 -4.118
H -1.818 3.194 -0.166
H -1.677 3.287 -1.945
H 0.118 4.496 -0.300
H 0.636 3.755 -1.811
H 2.164 -0.645 -1.290
H 3.070 -1.188 -3.505
H 3.800 0.607 -5.036
H 3.724 2.961 -4.285
H 2.817 3.511 -2.075
H -3.583 0.948 -3.076
H -4.262 1.858 -5.258
H -2.561 2.727 -6.813
H -0.171 2.652 -6.195
H 0.508 1.758 -3.998
F 3.144 -0.018 1.005
C 3.270 -0.482 2.271
F 3.822 -1.686 2.177
F 4.150 0.317 2.863
C 1.887 -0.443 2.970
O 1.286 0.699 2.632
C 2.103 -0.489 4.515
F 0.993 -0.839 5.170
F 2.427 0.727 4.960
F 3.066 -1.328 4.887
C 1.047 -1.710 2.564
F 1.360 -2.774 3.335
F -0.254 -1.409 2.896
F -0.818 -3.155 1.400
```

Its charge is +1. The multiplicity is 2. The HOMO energy (alpha / beta) comes out at -10.15 / -10.14 eV.

---

What did the first record say?
# C39H38F9N3O3RuSTe

A structure of composition C39H38F9N3O3RuSTe in a non-equilibrium geometry (ωB97M-V with the def2-TZVPD basis set, OMol25).

Structure (XYZ):
```
95
Properties=species:S:1:pos:R:3
Ru -0.818 0.849 1.516
C -2.461 3.778 2.803
C -3.511 3.011 1.962
N -3.160 1.605 1.746
C -3.724 0.646 2.701
C -3.232 0.880 4.122
S -1.404 0.717 4.206
C -0.838 2.312 4.888
C -0.287 3.256 3.821
N -1.101 3.273 2.603
H -2.708 3.696 3.860
H -2.547 4.840 2.542
H -3.596 3.493 0.984
H -4.483 3.104 2.466
H -3.455 1.321 0.812
H -3.413 -0.359 2.378
H -4.824 0.691 2.711
H -3.628 0.099 4.769
H -3.534 1.848 4.509
H -0.035 2.056 5.579
H -1.657 2.737 5.465
H 0.712 2.916 3.530
H -0.200 4.261 4.263
H -0.619 3.862 1.926
C 0.615 -3.320 -4.346
C 0.216 -2.581 -3.109
C 0.486 -3.127 -1.849
C 0.020 -2.537 -0.703
C 0.350 -3.045 0.682
O 1.153 -1.966 1.258
C 1.011 -4.398 0.720
C 2.304 -4.607 1.165
C 2.788 -5.902 1.249
C 2.010 -6.975 0.853
C 0.728 -6.760 0.372
C 0.226 -5.475 0.317
C -0.724 -1.312 -0.739
O -1.295 -0.866 0.298
C -0.778 -0.643 -2.011
C -0.378 -1.331 -3.160
C -1.125 0.761 -2.060
N -1.066 1.489 -1.002
C -1.196 2.928 -1.024
C 0.191 3.553 -0.842
Te 1.458 2.125 0.275
C 2.353 1.479 -1.570
C 2.469 0.152 -1.952
C 2.996 -0.156 -3.200
C 3.419 0.848 -4.054
C 3.362 2.170 -3.645
C 2.837 2.483 -2.403
C -1.497 1.318 -3.392
C -2.839 1.339 -3.753
C -3.219 1.847 -4.982
C -2.259 2.327 -5.858
C -0.921 2.297 -5.505
C -0.535 1.795 -4.274
H 1.288 -4.138 -4.102
H 1.101 -2.653 -5.054
H -0.263 -3.739 -4.838
H 1.055 -4.042 -1.768
H 2.921 -3.780 1.470
H 3.783 -6.061 1.630
H 2.392 -7.980 0.943
H 0.116 -7.589 0.044
H -0.783 -5.299 -0.023
H -0.495 -0.848 -4.118
H -1.818 3.194 -0.166
H -1.677 3.287 -1.945
H 0.118 4.496 -0.300
H 0.636 3.755 -1.811
H 2.164 -0.645 -1.290
H 3.070 -1.188 -3.505
H 3.800 0.607 -5.036
H 3.724 2.961 -4.285
H 2.817 3.511 -2.075
H -3.583 0.948 -3.076
H -4.262 1.858 -5.258
H -2.561 2.727 -6.813
H -0.171 2.652 -6.195
H 0.508 1.758 -3.998
F 3.144 -0.018 1.005
C 3.270 -0.482 2.271
F 3.822 -1.686 2.177
F 4.150 0.317 2.863
C 1.887 -0.443 2.970
O 1.286 0.699 2.632
C 2.103 -0.489 4.515
F 0.993 -0.839 5.170
F 2.427 0.727 4.960
F 3.066 -1.328 4.887
C 1.047 -1.710 2.564
F 1.360 -2.774 3.335
F -0.254 -1.409 2.896
F -0.818 -3.155 1.400
```

Its charge is +1. The multiplicity is 2. The HOMO energy (alpha / beta) comes out at -10.15 / -10.14 eV.